[1]
{"formula": "C29H43B2N5O13P2", "method": "ωB97M-V/def2-TZVPD", "symbols": ["C", "C", "C", "C", "C", "P", "N", "C", "C", "C", "P", "O", "O", "O", "C", "O", "C", "C", "B", "O", "O", "C", "C", "O", "N", "O", "C", "B", "O", "O", "C", "C", "N", "C", "C", "C", "C", "C", "O", "H", "H", "H", "H", "H", "H", "H", "H", "H", "H", "H", "H", "H", "H", "H", "H", "H", "H", "H", "H", "H", "C", "O", "C", "C", "C", "N", "H", "H", "H", "H", "H", "H", "H", "H", "H", "H", "H", "C", "O", "C", "C", "C", "N", "H", "H", "H", "H", "H", "H", "H", "H", "H", "H", "H"], "positions_angstrom": [[9.260, 0.955, 1.337], [7.987, 0.357, 1.536], [6.394, 0.004, 1.869], [6.176, -1.300, 2.892], [4.674, -1.772, 3.376], [4.555, -3.252, 4.579], [3.517, -4.423, 4.104], [3.403, -0.895, 2.801], [3.619, 0.390, 1.752], [5.132, 0.890, 1.247], [5.364, 2.388, 0.086], [4.955, 3.783, 0.781], [4.307, 2.267, -1.337], [6.976, 2.605, -0.533], [2.213, 1.148, 1.290], [2.223, 2.478, 1.156], [0.867, 0.188, 1.077], [-0.284, 0.424, -0.065], [-0.167, 1.668, -1.180], [0.690, 1.521, -2.391], [-0.948, 2.925, -1.007], [-1.647, -0.533, -0.216], [-2.776, -0.196, -1.378], [-2.296, -0.523, -2.761], [-2.341, -1.853, -2.954], [-1.151, -2.184, -3.016], [-1.806, -1.813, 0.845], [-3.088, -2.885, 0.790], [-3.638, -3.558, 2.019], [-3.747, -3.283, -0.488], [-5.209, -3.343, -0.346], [-0.643, -2.083, 2.016], [-0.727, -3.248, 3.016], [-1.368, -2.810, 4.177], [-2.277, -1.447, 4.224], [-1.200, -3.651, 5.597], [0.670, -1.084, 2.145], [1.853, -1.278, 3.279], [1.630, -1.681, 4.553], [10.228, 1.650, 1.269], [7.112, -1.919, 3.293], [4.188, -2.736, 5.889], [5.901, -3.823, 4.690], [4.056, -5.306, 3.960], [3.520, 1.677, -1.125], [6.967, 3.222, -1.326], [0.550, 0.621, -2.816], [-1.521, 2.824, -0.186], [-3.084, 0.957, -1.399], [-3.782, -0.787, -1.252], [-3.156, -4.444, 2.057], [-5.662, -2.825, -1.321], [-5.644, -2.743, 0.562], [-5.531, -4.472, -0.384], [-1.569, -0.502, 4.133], [-2.775, -1.381, 5.285], [-3.111, -1.378, 3.402], [-0.630, -2.906, 6.332], [-0.505, -4.592, 5.480], [-2.238, -3.897, 6.115], [-9.288, -3.583, -0.627], [-8.621, -2.330, -0.596], [-9.398, -1.235, -1.089], [-10.408, -0.659, -0.069], [-11.651, -1.526, 0.118], [-9.781, -0.433, 1.240], [-9.954, -3.675, -1.491], [-9.840, -3.735, 0.300], [-8.531, -4.368, -0.689], [-8.674, -0.446, -1.328], [-9.886, -1.501, -2.034], [-10.748, 0.309, -0.458], [-11.463, -2.407, 0.739], [-12.442, -0.953, 0.614], [-12.042, -1.866, -0.848], [-9.016, 0.232, 1.127], [-9.310, -1.303, 1.505], [5.929, 5.346, -3.126], [6.846, 4.345, -3.541], [6.700, 3.940, -4.905], [7.363, 4.892, -5.928], [6.573, 6.176, -6.169], [8.733, 5.241, -5.529], [4.952, 5.236, -3.606], [6.343, 6.335, -3.320], [5.795, 5.255, -2.045], [7.202, 2.967, -4.977], [5.645, 3.760, -5.145], [7.410, 4.359, -6.886], [6.687, 6.902, -5.358], [6.920, 6.669, -7.084], [5.506, 5.964, -6.291], [9.286, 4.386, -5.473], [8.693, 5.568, -4.559]], "lowdin_charge": [0.08, -0.08, -0.11, -0.01, -0.23, 0.69, -0.35, 0.00, 0.02, -0.09, 0.75, -0.38, -0.22, -0.22, -0.18, 0.01, 0.04, 0.06, -0.42, 0.04, 0.06, 0.01, -0.10, -0.16, -0.01, 0.04, 0.09, -0.41, 0.00, -0.11, -0.11, -0.07, 0.07, -0.26, -0.06, -0.07, 0.04, -0.17, -0.06, 0.08, 0.11, 0.01, 0.01, -0.04, 0.06, 0.07, 0.11, 0.11, 0.16, 0.13, 0.13, 0.11, 0.11, 0.11, 0.10, 0.09, 0.09, 0.10, 0.09, 0.09, -0.10, -0.21, -0.20, -0.43, -0.08, 0.03, 0.09, 0.07, 0.08, 0.12, 0.12, 0.13, 0.07, 0.08, 0.08, 0.07, 0.07, -0.09, -0.21, -0.19, -0.43, -0.08, 0.03, 0.10, 0.08, 0.08, 0.12, 0.12, 0.13, 0.07, 0.08, 0.08, 0.07, 0.07], "smiles": "C#Cc1cc([PH2]=N)c2c(c1P(=O)(O)O)C(=O)c1c(B(O)O)c(CON=O)c(B(O)OC)c(N=C(C)C)c1C2=O.COC[C@@H](C)N.COC[C@@H](C)N", "energy_ha": -3114.20122, "e_lumo_ev": -2.364, "largest_force_ha_per_bohr": 0.192, "charge": 0, "homo_energy_ev": -8.83}

[2]
{"formula": "C5H11N3OS2", "method": "ωB97M-V/def2-TZVPD", "symbols": ["C", "C", "C", "C", "N", "N", "S", "C", "S", "O", "N", "H", "H", "H", "H", "H", "H", "H", "H", "H", "H", "H"], "positions_angstrom": [[1.215, 1.956, -0.471], [0.103, 0.887, -0.656], [-0.994, 1.265, -1.659], [-0.560, 0.324, 0.604], [-0.396, 0.883, 1.720], [-0.918, 0.528, 2.911], [0.711, -0.655, -1.524], [1.321, -1.510, -0.159], [2.432, -1.034, 0.931], [0.922, -2.758, -0.055], [-0.173, -3.354, -0.773], [1.599, 1.920, -1.550], [2.009, 1.560, 0.145], [0.945, 2.956, -0.261], [-0.693, 1.381, -2.768], [-1.294, 2.230, -1.323], [-1.730, 0.549, -1.634], [-1.439, -0.458, 0.429], [-0.392, 0.879, 3.659], [-1.568, -0.221, 3.215], [-1.081, -3.004, -0.218], [-0.018, -4.324, -0.564]], "nbo_charge": [-0.63, -0.12, -0.62, -0.01, -0.21, -0.64, 0.26, 0.00, -0.04, -0.40, -0.50, 0.21, 0.25, 0.22, 0.22, 0.22, 0.21, 0.14, 0.37, 0.36, 0.35, 0.36], "smiles": "CC(C)(/C=N/N)SC(=S)ON", "energy_ha": -1232.83177, "e_lumo_ev": 0.287, "largest_force_ha_per_bohr": 0.076, "charge": 0, "homo_energy_ev": -8.32, "relative_energy_ev": 5.020}

[3]
{"formula": "C8H8ClNO3", "method": "ωB97M-V/def2-TZVPD", "symbols": ["C", "C", "C", "C", "C", "C", "C", "C", "O", "Cl", "N", "O", "O", "H", "H", "H", "H", "H", "H", "H", "H"], "positions_angstrom": [[0.274, -1.503, -1.674], [0.144, -0.086, -1.017], [1.027, 0.514, -0.167], [0.729, 1.502, 0.770], [-0.247, 1.374, 1.702], [-1.330, 0.543, 1.660], [-2.007, 0.576, 0.456], [-3.045, -0.277, 0.015], [-3.970, -0.134, -0.690], [-2.912, -2.032, 0.716], [-2.067, 1.943, -0.181], [-1.890, 2.170, -1.363], [-2.179, 2.758, 0.712], [-0.604, -1.607, -2.439], [-0.040, -2.304, -0.997], [1.269, -1.581, -2.086], [-0.801, 0.358, -1.348], [2.022, 0.294, -0.356], [1.484, 2.176, 0.967], [-0.212, 1.887, 2.688], [-1.663, 0.020, 2.576]], "nbo_charge": [-0.67, -0.05, -0.30, -0.12, -0.23, -0.07, -0.14, 0.58, -0.46, -0.19, 0.52, -0.34, -0.36, 0.22, 0.24, 0.23, 0.21, 0.23, 0.21, 0.23, 0.25], "smiles": "C/C=C/C=C\\C=C(\\C(=O)Cl)[N+](=O)[O-]", "energy_ha": -1050.07276, "e_lumo_ev": -1.586, "largest_force_ha_per_bohr": 0.073, "charge": 0, "homo_energy_ev": -9.32, "relative_energy_ev": 6.483}

[4]
{"formula": "H6O3", "method": "ωB97M-V/def2-TZVPD", "symbols": ["O", "H", "H", "O", "H", "H", "O", "H", "H"], "positions_angstrom": [[1.279, -0.734, 0.869], [0.468, -0.479, 1.364], [1.461, -1.631, 1.192], [-1.672, 0.243, 0.515], [-1.981, -0.539, 0.025], [-1.157, 0.737, -0.147], [0.340, 0.597, -1.393], [1.022, 1.283, -1.464], [0.691, -0.009, -0.702]], "nbo_charge": [-0.97, 0.50, 0.48, -0.98, 0.47, 0.50, -0.98, 0.47, 0.50], "smiles": "O.O.O", "energy_ha": -229.32087, "e_lumo_ev": 0.728, "largest_force_ha_per_bohr": 0.021, "charge": 0, "homo_energy_ev": -11.23, "relative_energy_ev": 0.115}

Which formula does entry 1 have? C29H43B2N5O13P2

charge of number 2 (C5H11N3OS2)? 0